Below is a structure of composition C16H24O16S2V, with properties calculated with ωB97M-V/def2-TZVPD.

```
59
Properties=species:S:1:pos:R:3:forces:R:3:mulliken_charge:R:1
V 15.00535 -11.42110 -5.86422 0.4 -1.5 -3.2 0.77
S 17.43476 -10.72276 -6.82520 0.6 0.0 -2.2 1.11
O 17.95685 -9.54723 -6.25247 2.0 3.1 1.9 -0.75
O 16.99982 -11.68990 -5.85066 0.1 -3.9 4.5 -0.42
O 16.06817 -10.42206 -7.26521 -3.5 1.5 -2.4 -0.42
O 18.25808 -11.28807 -7.83796 0.9 -0.5 -1.0 -0.72
S 14.33278 -13.77114 -7.22320 2.1 -0.4 -3.1 1.03
O 14.90505 -13.41816 -5.93316 2.3 -2.0 5.7 -0.44
O 15.34487 -14.31685 -8.14189 -1.5 -0.4 1.0 -0.72
O 13.08151 -14.46628 -7.12683 -1.0 -1.4 0.3 -0.74
O 14.11051 -12.36153 -7.52178 -1.8 4.6 -2.6 -0.47
O 13.14519 -11.72549 -4.59205 -4.4 -1.7 2.2 -0.28
C 12.14245 -12.36816 -4.15972 4.5 1.3 -2.9 0.19
O 10.99412 -11.77107 -3.78718 1.1 0.4 -0.4 -0.34
C 10.09597 -12.77513 -3.44222 -2.0 -1.8 1.3 -0.62
C 10.51009 -14.06666 -4.11667 -0.1 0.2 -0.3 -0.74
C 12.00480 -13.88893 -4.07667 0.0 0.1 0.1 0.08
H 9.05548 -12.52155 -3.64510 0.2 0.5 -0.2 0.38
H 10.14225 -13.01190 -2.37925 0.1 0.6 0.5 0.28
H 10.09337 -14.08613 -5.12367 0.3 -0.3 -0.1 0.33
H 10.25516 -14.96438 -3.55346 -0.5 0.2 -0.1 0.33
H 12.53572 -14.52996 -4.78045 0.4 0.8 -0.3 0.30
H 12.31669 -14.17034 -3.07087 0.2 0.0 0.2 -0.05
O 15.61627 -12.20353 -3.58833 0.5 -1.9 3.6 0.12
C 15.76755 -12.83904 -2.54474 -0.9 1.2 -2.8 0.20
O 16.30308 -12.26117 -1.45927 0.5 0.7 1.1 -0.39
C 16.36041 -13.14120 -0.31654 0.2 -1.0 -1.0 -0.48
C 16.27199 -14.54286 -0.98093 -0.8 -0.3 0.4 -0.67
C 15.42498 -14.29298 -2.22230 0.5 0.7 -0.8 -0.01
H 15.55998 -12.89843 0.38237 -0.3 -0.1 -0.2 0.28
H 17.29410 -13.03078 0.23493 0.1 0.3 -0.3 0.32
H 15.80207 -15.29795 -0.35077 0.1 0.1 0.2 0.36
H 17.24603 -14.92874 -1.28166 0.1 0.3 0.1 0.30
H 14.34799 -14.39151 -2.08631 0.0 0.1 0.2 -0.08
H 15.68418 -14.87210 -3.10861 0.0 -0.1 0.1 0.31
O 15.26681 -9.82690 -4.54094 0.3 3.6 3.9 -0.07
C 15.36884 -8.93975 -3.66599 -0.3 -1.7 -2.4 0.40
O 14.50764 -8.81256 -2.61705 -0.1 0.1 -0.3 -0.33
C 14.79231 -7.63301 -1.83393 1.3 0.7 0.1 -0.48
C 15.76933 -6.77357 -2.64682 0.4 -0.3 -2.1 -0.61
C 16.37295 -7.80121 -3.60969 0.5 -1.5 -0.3 -0.58
H 15.28195 -7.93188 -0.90709 -0.3 -0.2 0.1 0.30
H 13.93244 -6.99129 -1.64182 -0.5 -0.8 0.1 0.31
H 16.58021 -6.20981 -2.18557 -0.4 -0.2 0.7 0.36
H 15.21118 -6.07906 -3.27469 -0.1 0.2 0.2 0.27
H 17.29769 -8.25234 -3.24991 0.1 -0.2 0.5 0.28
H 16.71173 -7.61116 -4.62812 -0.5 0.7 -0.1 0.41
O 13.73186 -9.92155 -6.66936 -3.4 4.0 -3.2 0.17
C 13.30959 -9.17736 -7.61497 3.3 -3.3 3.4 0.07
O 12.10100 -8.66602 -7.63281 -0.5 -1.9 2.9 -0.39
C 11.86413 -7.92900 -8.72753 -1.4 2.2 -2.9 -0.42
C 13.00413 -8.07288 -9.70535 1.0 -0.2 -0.6 -0.67
C 14.07133 -8.78813 -8.85824 -0.3 0.0 0.2 -0.05
H 11.75324 -6.88561 -8.43234 -0.1 0.2 0.1 0.31
H 10.94235 -8.21879 -9.23197 -0.3 -0.2 0.4 0.27
H 13.25200 -7.09671 -10.12218 0.5 0.0 0.3 0.29
H 12.79709 -8.66040 -10.59981 -0.4 -0.3 0.3 0.29
H 14.91986 -8.16174 -8.58303 0.1 -0.4 0.0 0.28
H 14.39344 -9.75535 -9.24403 0.5 0.2 -0.2 0.24
```
Positions in Å, forces in eV/Å.

Results
HOMO-LUMO gap (alpha / beta) (eV): 6.594 / 6.893
Relative energy (zero: lowest compared OMol25 entry of this formula, charge and spin) (kJ/mol): 380.47
Spin multiplicity: 3
M (g/mol): 587.43
Lowest unoccupied orbital energy (alpha / beta) (eV): 2.189 / 2.189
HOMO level (alpha / beta) (eV): -4.405 / -4.704
Total charge: -1
Expectation value of S²: 2.013
E_tot (Ha): -3568.44551